ORCA calculation (the ωB97M-V functional and the def2-TZVPD basis) on a molecular structure, C36H36KNO3P2.

CARTESIAN COORDINATES (ANGSTROEM)
H (-0.442, 2.303, -7.118)
H (3.373, -3.201, -1.216)
C (-3.338, -1.713, 0.105)
H (-2.424, 1.523, -5.796)
H (-0.088, -1.578, 1.970)
C (-1.436, -0.169, 3.847)
C (0.481, 3.202, -5.350)
C (2.099, 0.274, -1.753)
P (-2.144, 0.672, 1.269)
H (2.060, -7.140, -0.167)
C (0.932, -4.131, 0.920)
C (-1.602, 2.028, -5.287)
O (0.265, 3.354, 2.982)
P (1.755, -1.445, 0.384)
H (-4.946, -1.506, 4.738)
H (0.368, -6.154, 1.348)
C (-1.690, -0.673, 5.115)
H (3.372, 3.405, 5.046)
H (2.154, 1.808, -3.264)
C (1.545, -0.942, -1.358)
H (3.234, 4.904, 1.748)
H (-0.644, -1.750, 0.296)
C (1.038, -5.512, 0.789)
C (-2.820, -0.428, -0.038)
C (-0.356, 0.289, 0.942)
H (-3.821, -2.494, -3.160)
C (1.319, 2.816, 3.374)
H (-2.597, 1.916, -3.406)
H (0.175, -3.722, 1.578)
C (-2.665, 0.110, -1.322)
H (0.256, -2.562, -1.955)
C (0.716, -1.625, -2.252)
H (4.600, 3.018, 2.205)
O (1.456, 1.751, 4.014)
K (0.163, 3.134, 0.523)
C (0.986, 0.134, -3.882)
H (-0.898, -0.654, 5.853)
H (-3.427, -2.162, 1.085)
C (3.223, 4.170, 4.284)
H (2.523, 4.917, 4.662)
H (4.181, 4.659, 4.075)
H (3.247, 2.118, 1.493)
C (-3.023, -0.635, -2.436)
C (2.722, -3.851, -0.641)
H (-4.100, -3.452, -0.892)
C (1.770, -3.277, 0.207)
H (-2.230, 1.111, -1.452)
H (2.726, 0.821, -1.057)
H (0.246, 0.841, 1.671)
C (0.457, -1.097, -3.507)
H (1.195, 3.998, -3.497)
C (-2.942, -1.176, 5.440)
C (-1.696, 2.232, -3.931)
H (-2.872, -0.202, -3.419)
O (2.384, 4.567, 2.050)
C (-3.546, -1.913, -2.287)
H (3.564, -5.643, -1.453)
C (3.640, 2.534, 2.423)
C (1.983, -6.065, -0.060)
C (-3.955, -1.143, 4.491)
H (-0.460, 0.267, 3.653)
H (1.320, 3.618, -5.908)
C (2.826, -5.224, -0.778)
C (-3.705, -0.633, 3.224)
C (-0.493, 2.453, -6.045)
C (0.018, -1.183, 0.956)
C (-3.705, -2.450, -1.015)
C (2.659, 3.536, 3.017)
C (-2.436, -0.170, 2.870)
H (-0.208, -1.621, -4.184)
H (-4.514, -0.583, 2.505)
H (-0.209, 0.732, -0.052)
C (1.802, 0.820, -2.996)
C (-0.628, 2.853, -3.109)
H (3.798, 1.712, 3.118)
N (-0.570, 2.834, -1.827)
C (0.414, 3.425, -3.997)
H (0.717, 0.588, -4.829)
H (-3.135, -1.571, 6.431)

The value obtained for the largest force on an atom is 0.0160 hartree/bohr. The value obtained for the orbital gap is 3.3 eV. As for the total charge: -2. For the highest occupied orbital energy, the calculation gives 0.8 eV. For the total energy, the calculation gives -2956.53488 Ha.